[1]
Molecular formula: C18H36AlBeBr2Cl3IN3NaO6P3S2
Method: DFT, ωB97M-V/def2-TZVPD

Each line ends with the Löwdin charge.
Cartesian coordinates (Å):
C: 2.992 -2.813 -1.812  0.038
C: 2.269 -2.883 -0.701  -0.208
C: 2.222 -1.894 0.462  -0.637
O: 1.380 -0.779 0.414  -0.130
C: 0.041 -0.886 0.010  -0.419
C: 0.052 -0.647 -1.535  -0.145
C: 1.215 0.242 -1.924  -0.482
N: 1.240 1.524 -1.997  0.075
N: -0.624 -2.197 0.187  0.173
C: -1.230 -2.495 1.200  -0.754
S: -1.653 -3.218 2.528  0.769
C: -0.767 0.317 0.597  -0.311
O: -2.109 0.284 0.225  -0.117
C: -3.112 0.160 1.202  -0.339
C: -4.449 -0.090 0.472  -0.577
I: -5.220 1.952 0.080  1.228
C: -4.319 -0.814 -0.851  -0.307
C: -3.998 -2.336 -0.667  -0.193
P: -0.430 0.850 2.335  0.402
O: 1.164 1.058 2.593  -0.242
O: -0.929 -0.143 3.502  -0.224
S: -1.229 2.645 2.643  0.228
P: 1.986 -3.045 1.997  0.735
N: 1.698 -2.248 3.429  -0.337
P: 3.962 -1.092 0.673  0.818
C: 5.254 -2.392 0.465  -0.282
C: 4.339 0.096 -0.712  -0.473
C: 5.732 -0.064 -1.363  -0.134
H: 3.116 -3.717 -2.396  0.089
H: 3.455 -1.919 -2.209  0.053
H: 1.610 -3.750 -0.613  0.095
H: 0.224 -1.625 -1.982  0.064
H: -0.904 -0.312 -1.938  0.127
H: 2.128 -0.270 -2.184  -0.028
H: 0.315 1.893 -1.762  0.041
H: -0.350 1.171 0.044  0.127
H: -2.979 -0.657 1.921  0.094
H: -3.286 1.073 1.780  0.028
H: -5.168 -0.568 1.131  0.078
H: -5.305 -0.785 -1.317  0.054
H: -3.659 -0.324 -1.565  0.104
H: -3.072 -2.578 -1.182  0.069
H: -4.824 -2.909 -1.052  -0.007
H: -3.913 -2.519 0.403  0.014
H: 1.212 1.786 3.238  0.070
H: -1.730 0.239 3.888  0.074
H: 3.109 -3.851 2.175  -0.019
H: 0.980 -3.951 1.617  0.000
H: 1.686 -1.252 3.186  -0.072
H: 5.395 -2.693 -0.571  0.036
H: 6.179 -1.891 0.774  0.054
H: 5.123 -3.234 1.138  0.015
H: 4.350 1.119 -0.256  -0.152
H: 3.619 0.120 -1.534  0.039
H: 5.832 -1.021 -1.870  0.068
H: 6.548 0.135 -0.669  0.084
H: 5.789 0.689 -2.159  0.071
Be: 4.011 2.834 -0.910  0.572
Cl: -7.338 0.485 -0.120  -0.091
C: -3.410 6.692 -1.343  -0.023
C: -4.289 5.495 -1.595  -0.509
O: -5.091 5.116 -0.768  -0.022
C: -4.127 4.790 -2.919  -0.023
H: -3.629 7.100 -0.358  0.083
H: -2.361 6.396 -1.378  0.083
H: -3.599 7.459 -2.095  0.086
H: -3.107 4.417 -3.021  0.090
H: -4.346 5.478 -3.737  0.088
H: -4.817 3.950 -2.971  0.069
Br: -4.372 -5.227 -0.145  -0.028
Cl: 1.217 -0.819 -4.250  -0.207
Na: 3.515 2.140 1.603  0.366
Al: -4.807 -5.946 2.255  0.307
Br: 3.906 -1.841 3.186  0.706
O: 6.760 -0.132 3.533  -0.403
H: 6.122 -0.778 3.826  -0.258
Cl: -1.194 4.900 1.717  -0.311

LUMO energy (eV): -4.30
M (g/mol): 999.61
2S+1: 1



[2]
Molecular formula: C2H8BN
Method: DFT, ωB97M-V/def2-TZVPD

Each line ends with the natural charge from an NBO analysis.
Cartesian coordinates (Å):
B: 1.507 -1.059 -0.404  0.530
N: 0.164 0.040 -0.314  -0.640
C: 0.232 1.227 0.590  -0.397
C: -1.243 -0.402 -0.424  -0.404
H: 2.269 -0.606 0.248  -0.112
H: 1.329 -2.081 -0.882  -0.095
H: -0.556 1.002 1.266  0.178
H: 1.116 1.306 1.147  0.196
H: 0.072 2.011 -0.051  0.188
H: -1.800 0.056 -1.260  0.185
H: -1.306 -1.458 -0.412  0.199
H: -1.784 -0.036 0.495  0.172

ΔE to the lowest compared entry with this formula, charge and spin (kcal per mole): 71.3
SMILES string: BN(C)C
LUMO energy (eV): 0.69
M (g/mol): 56.91
2S+1: 1



[3]
Molecular formula: C4H9N2
Method: DFT, ωB97M-V/def2-TZVPD

Each line ends with the natural charge from an NBO analysis.
Cartesian coordinates (Å):
C: -1.198 -1.340 -0.086  -0.433
N: -0.329 -0.161 0.049  -0.322
C: -1.019 1.121 -0.097  -0.411
C: 0.966 -0.106 0.026  0.538
C: 2.162 0.723 -0.062  -0.217
N: 2.088 -0.699 -0.036  -0.499
H: -1.312 -1.620 0.954  0.242
H: -2.082 -1.078 -0.709  0.247
H: -0.690 -2.229 -0.656  0.240
H: -1.481 1.071 -1.079  0.217
H: -1.931 1.060 0.406  0.234
H: -0.260 2.005 0.000  0.246
H: 2.544 1.096 -1.052  0.243
H: 2.451 1.092 0.907  0.228
H: 2.519 -1.566 -0.056  0.447

ΔE to the lowest compared entry with this formula, charge and spin (kcal per mole): 79.3
SMILES string: C[N+](C)=C1CN1
LUMO energy (eV): -2.96
Charge: +1
M (g/mol): 85.13
2S+1: 1



[4]
Molecular formula: C6H12N2Si
Method: DFT, ωB97M-V/def2-TZVPD

Each line ends with the natural charge from an NBO analysis.
Cartesian coordinates (Å):
C: -0.031 2.390 -1.370  -0.699
C: 0.363 1.691 -0.106  0.046
N: 1.017 2.469 0.857  -0.523
C: 1.430 2.007 2.009  0.382
N: 1.685 1.840 3.128  -0.380
Si: 0.036 -0.183 0.352  1.525
C: 1.691 -0.991 0.688  -1.128
C: -0.887 -1.065 -1.027  -1.101
C: -0.993 0.107 1.997  -1.043
H: 0.485 3.406 -1.533  0.243
H: -1.051 2.703 -1.273  0.247
H: 0.082 1.764 -2.232  0.229
H: 2.184 -1.064 -0.252  0.235
H: 2.394 -0.484 1.426  0.274
H: 1.678 -2.048 0.909  0.251
H: -0.150 -1.794 -1.300  0.240
H: -1.774 -1.571 -0.601  0.248
H: -1.194 -0.487 -1.829  0.243
H: -0.527 -0.491 2.716  0.239
H: -1.097 1.162 2.277  0.253
H: -1.884 -0.410 1.625  0.220

ΔE to the lowest compared entry with this formula, charge and spin (kcal per mole): 61.4
SMILES string: C/C(=N/C#N)[Si](C)(C)C
LUMO energy (eV): -0.33
M (g/mol): 140.26
2S+1: 1



[5]
Molecular formula: C6H27B3NO2Sn
Method: DFT, ωB97M-V/def2-TZVPD

Each line ends with the natural charge from an NBO analysis.
Cartesian coordinates (Å):
Sn: 1.438 0.344 -0.217  1.522
B: 1.611 2.942 1.056  -0.792
H: 2.361 2.110 1.520  -0.068
H: 0.486 2.554 1.147  -0.012
H: 1.684 3.958 1.658  0.024
H: 1.896 3.110 -0.088  -0.009
B: 2.382 -2.527 0.125  -0.698
H: 1.526 -1.918 0.722  -0.088
H: 1.893 -3.415 -0.495  -0.023
H: 2.838 -1.824 -0.736  -0.064
H: 3.180 -2.947 0.889  -0.012
B: -0.753 3.202 -1.516  -0.625
H: -0.255 2.172 -1.145  -0.150
H: -1.362 3.669 -0.611  -0.045
H: 0.081 3.907 -1.974  -0.033
H: -1.496 2.920 -2.413  -0.071
C: 0.844 -0.426 3.480  -0.242
O: 0.195 0.114 2.338  -0.551
C: -1.191 -0.119 2.384  -0.062
C: -1.836 0.363 1.108  -0.260
N: -1.349 -0.533 0.052  -0.636
C: -1.923 -0.331 -1.270  -0.269
C: -1.304 -1.348 -2.210  -0.055
O: 0.060 -1.069 -2.427  -0.552
C: 0.716 -2.114 -3.136  -0.246
H: 1.899 -0.173 3.483  0.211
H: 0.726 -1.514 3.471  0.175
H: 0.352 0.014 4.354  0.169
H: -1.679 0.384 3.232  0.177
H: -1.424 -1.178 2.578  0.155
H: -1.632 1.415 0.894  0.268
H: -2.934 0.330 1.164  0.172
H: -1.641 -1.452 0.370  0.360
H: -1.746 0.679 -1.651  0.281
H: -3.007 -0.516 -1.316  0.165
H: -1.854 -1.301 -3.156  0.173
H: -1.447 -2.342 -1.764  0.156
H: 1.737 -1.789 -3.314  0.199
H: 0.228 -2.349 -4.088  0.161
H: 0.699 -2.999 -2.496  0.194

ΔE to the lowest compared entry with this formula, charge and spin (kcal per mole): 0.0
LUMO energy (eV): 2.47
Charge: -1
M (g/mol): 296.43
2S+1: 1